No. 1
Below is an isolated molecule of C2H6N2O2 at a distorted geometry, with properties calculated with wB97M-V/def2-TZVPD.

The value obtained for the LUMO energy is 0.633 eV. Its structure (SMILES) is C/C(=N\O)NO. The calculation puts the frontier orbital gap at 10.124 eV. For the energy above the lowest of the compared OMol25 structures with the same formula, charge and spin, the calculation gives 625.3 kJ/mol. The net charge is 0. The multiplicity is 1.

XYZ file:
```
12
C2H6N2O2 wB97M-V/def2-TZVPD
H 1.716 -0.455 0.409
C 0.852 -0.700 -0.110
H 0.374 -1.852 0.144
H 1.213 -0.680 -1.186
N -0.198 1.447 -0.818
C -0.274 0.309 -0.235
H -0.972 -0.334 2.283
O 1.234 1.458 -1.209
H -2.167 0.207 0.535
H 0.898 2.175 -1.863
O -1.237 -1.112 1.615
N -1.439 -0.463 0.436
```

No. 2
Below is a cluster of 2 separate species, C2H6N2O2 in total at a distorted geometry, with properties calculated with wB97M-V/def2-TZVPD.

The value obtained for the LUMO energy is 0.858 eV. Its structure (SMILES) is C=NO.NC=O. The calculation puts the frontier orbital gap at 10.396 eV. For the energy above the lowest of the compared OMol25 structures with the same formula, charge and spin, the calculation gives 348.2 kJ/mol. The net charge is 0. The multiplicity is 1.

XYZ file:
```
12
C2H6N2O2 wB97M-V/def2-TZVPD
C -1.472 -0.221 -0.396
O -1.768 -1.138 0.335
H -0.395 0.981 0.921
H 1.952 0.411 -1.406
H -2.013 -0.089 -1.346
H -0.015 -1.599 1.225
O 0.858 -1.159 1.174
N 1.030 -0.923 -0.215
H -1.238 1.874 -0.280
H 2.259 0.659 0.377
C 1.634 0.212 -0.393
N -0.831 0.993 0.006
```

No. 3
Below is a structure of composition C2H6N2O2 at a distorted geometry, with properties calculated with wB97M-V/def2-TZVPD.

The value obtained for the LUMO energy is 0.166 eV. The calculation puts the frontier orbital gap at 8.448 eV. For the energy above the lowest of the compared OMol25 structures with the same formula, charge and spin, the calculation gives 500.2 kJ/mol. The net charge is 0. The multiplicity is 1.

XYZ file:
```
12
C2H6N2O2 wB97M-V/def2-TZVPD
H 0.322 -0.496 1.502
N -2.010 -0.881 0.163
C -1.644 0.055 -0.496
H 0.487 1.148 -1.028
O -1.886 1.408 -0.527
N 0.133 0.236 -0.739
C 0.902 -0.799 0.637
O 2.208 -0.492 0.713
H -1.969 1.570 0.445
H 0.755 -1.843 0.375
H 0.269 -0.332 -1.572
H 2.433 0.428 0.527
```

No. 4
Below is an isolated molecule of C2H6N2O2 at a distorted geometry, with properties calculated with wB97M-V/def2-TZVPD.

The value obtained for the LUMO energy is 0.631 eV. Its structure (SMILES) is CON(C)N=O. The calculation puts the frontier orbital gap at 10.058 eV. For the energy above the lowest of the compared OMol25 structures with the same formula, charge and spin, the calculation gives 766.5 kJ/mol. The net charge is 0. The multiplicity is 1.

XYZ file:
```
12
C2H6N2O2 wB97M-V/def2-TZVPD
O -0.786 -0.317 -0.755
H -1.435 -1.770 0.704
N 0.411 -0.227 -0.100
H -1.963 -0.014 0.846
H -2.823 -0.515 -0.465
H 1.846 1.453 -0.832
N 1.232 -1.246 -0.393
H 0.331 1.861 0.045
C 0.939 1.211 -0.136
H 1.669 1.384 0.890
O 2.330 -1.091 0.014
C -1.750 -0.729 0.182
```

No. 5
Below is a cluster of 2 separate species, C2H6N2O2 in total at a distorted geometry, with properties calculated with wB97M-V/def2-TZVPD.

The value obtained for the LUMO energy (spin up / spin down) is -4.192 / -10.071 eV. The calculation puts the frontier orbital gap (spin up / spin down) at 10.644 / 2.908 eV. For the energy above the lowest of the compared OMol25 structures with the same formula, charge and spin, the calculation gives 193.9 kJ/mol. The net charge is +1. The multiplicity is 2.

XYZ file:
```
12
C2H6N2O2 wB97M-V/def2-TZVPD
H 3.184 -0.263 2.051
C 1.111 -0.608 2.566
N 2.319 -0.673 1.866
H -1.162 -0.349 -3.356
N -1.191 0.506 -2.760
H -0.529 1.211 -2.826
H -3.040 0.182 -1.689
O 0.059 -1.135 2.143
C -2.049 0.667 -1.635
H 1.238 -0.169 3.608
H 2.112 -1.018 0.952
O -2.052 1.650 -0.920
```

No. 6
Below is an isolated molecule of C2H6N2O2S at a distorted geometry, with properties calculated with wB97M-V/def2-TZVPD.

The value obtained for the LUMO energy is 0.638 eV. The calculation puts the frontier orbital gap at 10.213 eV. For the energy above the lowest of the compared OMol25 structures with the same formula, charge and spin, the calculation gives 213.7 kJ/mol. The net charge is 0. The multiplicity is 1.

XYZ file:
```
13
C2H6N2O2S wB97M-V/def2-TZVPD
H 1.864 -1.038 -0.700
H 0.338 -1.887 -0.941
O -2.263 -1.375 0.748
C -0.899 0.647 0.123
N -1.156 1.823 0.353
H -0.474 2.490 0.546
S -2.181 -0.539 -0.399
H -3.286 1.356 0.362
H 1.110 -1.822 0.743
C 0.920 -1.252 -0.206
H 1.085 0.783 0.148
N 0.357 0.095 0.185
O -3.351 0.639 -0.302
```

No. 7
Below is an isolated molecule of C2H6N2O2S2 at a distorted geometry, with properties calculated with wB97M-V/def2-TZVPD.

The value obtained for the LUMO energy is -0.159 eV. The calculation puts the frontier orbital gap at 8.035 eV. For the energy above the lowest of the compared OMol25 structures with the same formula, charge and spin, the calculation gives 37.6 kJ/mol. The net charge is 0. The multiplicity is 1.

XYZ file:
```
14
C2H6N2O2S2 wB97M-V/def2-TZVPD
S 3.275 -0.464 -0.639
S 1.773 0.129 0.365
O 1.597 1.566 0.173
H -1.679 -1.358 1.234
N -0.953 1.186 -0.750
C 0.323 -0.810 -0.538
H -1.796 1.727 -0.337
H 0.714 -0.792 -1.480
N -1.715 -0.493 0.684
C -0.855 -0.073 -0.243
H 0.533 -1.749 -0.029
O 1.430 -0.424 1.669
H -2.566 -0.018 0.964
H -0.082 1.574 -1.075
```

No. 8
Below is a cluster of 2 separate species, C2H6N2O3 in total at a distorted geometry, with properties calculated with wB97M-V/def2-TZVPD.

The value obtained for the LUMO energy is 0.566 eV. Its structure (SMILES) is NC(=O)NC=O.O. The calculation puts the frontier orbital gap at 10.820 eV. For the energy above the lowest of the compared OMol25 structures with the same formula, charge and spin, the calculation gives 95.6 kJ/mol. The net charge is 0. The multiplicity is 1.

XYZ file:
```
13
C2H6N2O3 wB97M-V/def2-TZVPD
C -0.878 -1.519 -0.104
H 1.630 2.021 -1.615
N -0.792 -0.599 -1.108
H 0.881 -0.197 2.470
O 0.976 2.635 -1.323
H -0.667 0.445 -0.933
H 1.168 2.789 -0.377
H -0.395 -1.800 1.825
N -0.365 -1.182 1.164
O 0.321 0.937 0.775
H -1.034 -0.811 -2.001
O -1.210 -2.700 -0.270
C 0.367 -0.019 1.496
```

No. 9
Below is an isolated molecule of C2H6N2O3 at a distorted geometry, with properties calculated with wB97M-V/def2-TZVPD.

The value obtained for the LUMO energy is 0.556 eV. Its structure (SMILES) is CNC(=O)N(O)O. The calculation puts the frontier orbital gap at 9.951 eV. For the energy above the lowest of the compared OMol25 structures with the same formula, charge and spin, the calculation gives 475.0 kJ/mol. The net charge is 0. The multiplicity is 1.

XYZ file:
```
13
C2H6N2O3 wB97M-V/def2-TZVPD
C 0.241 0.492 0.196
N -0.748 -0.148 -0.388
O 0.429 1.404 0.930
H 1.385 -1.554 0.842
N 1.641 -0.271 -0.457
C -2.063 0.268 -0.288
H -2.115 0.736 0.681
H -2.268 1.018 -0.990
H -2.804 -0.498 -0.454
O 2.733 0.363 0.061
O 1.618 -1.592 -0.045
H 2.450 0.664 0.980
H -0.499 -0.881 -1.068
```

No. 10
Below is an isolated molecule of C2H6N2O3 at a distorted geometry, with properties calculated with wB97M-V/def2-TZVPD.

The value obtained for the LUMO energy is 0.673 eV. Its structure (SMILES) is CO/C(=N/O)NO. The calculation puts the frontier orbital gap at 9.938 eV. For the energy above the lowest of the compared OMol25 structures with the same formula, charge and spin, the calculation gives 538.9 kJ/mol. The net charge is 0. The multiplicity is 1.

XYZ file:
```
13
C2H6N2O3 wB97M-V/def2-TZVPD
O 2.297 -0.848 -0.324
H -2.237 0.936 -0.777
H 2.065 1.186 -0.519
H 2.945 -0.699 0.446
N 0.225 1.194 -0.088
O 1.534 1.792 0.132
H 0.756 -2.017 0.145
C -2.245 0.176 -0.037
H -3.033 -0.517 -0.299
H -2.352 0.604 1.024
O -1.102 -0.688 -0.075
C 0.071 -0.061 0.025
N 1.074 -1.057 0.348
```

Number 1: E_tot -9240.83640 eV. Number 2: E_tot -9243.70856 eV. Number 3: E_tot -9242.13299 eV. Number 4: E_tot -9239.37375 eV. Number 5: E_tot -9235.99556 eV. Number 6: E_tot -20079.87189 eV. Number 7: E_tot -30915.64937 eV. Number 8: E_tot -11294.33633 eV. Number 9: E_tot -11290.40370 eV. Number 10: E_tot -11289.74208 eV.